Entry 1:
Entry from the OMol25 dataset: a 2-piece molecular cluster, C5H10N2O2 overall at a distorted geometry (ωB97M-V/def2-TZVPD).

Results
- SMILES string = C=CC(C)=O.NC(N)=O
- HOMO level (eV) = -9.30

Last column: Löwdin charge in e.
Atoms and positions in Å:
C  -1.15  1.43  -1.94  0.002
C  -0.43  1.56  -0.83  -0.075
C  0.93  0.72  -0.51  -0.446
C  1.48  -0.10  -1.63  -0.036
O  1.61  1.19  0.38  0.013
H  -1.12  0.53  -2.54  0.060
H  -1.61  2.28  -2.43  0.056
H  -0.42  2.52  -0.31  0.091
H  2.47  -0.45  -1.37  0.089
H  0.84  -0.99  -1.70  0.073
H  1.46  0.42  -2.58  0.084
N  -1.46  -1.83  1.95  0.144
C  -0.49  -1.02  1.41  -0.581
N  0.37  -0.49  2.33  0.169
O  -0.09  -1.28  0.25  -0.016
H  -1.55  -1.89  2.95  0.095
H  -1.84  -2.55  1.36  0.105
H  0.01  -0.26  3.24  0.100
H  1.01  0.21  1.96  0.074



Entry 2:
Entry from the OMol25 dataset: a 2-piece molecular cluster, C4H12 overall at a distorted geometry (ωB97M-V/def2-TZVPD).

Results
- spin multiplicity = 2
- charge = -1
- HOMO level (alpha / beta) (eV) = 1.55 / -7.13

Last column: Löwdin charge in e.
Atoms and positions in Å:
C  -0.25  -1.45  0.13  -0.359
C  -1.57  -2.16  0.33  -0.456
H  -0.04  -0.87  1.02  0.029
H  0.50  -2.21  -0.19  0.037
H  -0.20  -0.95  -0.84  0.021
H  -1.47  -2.90  1.13  0.017
H  -2.44  -1.55  0.58  0.013
H  -1.90  -2.87  -0.45  0.021
C  1.52  1.73  0.21  -0.256
C  0.29  1.89  -0.67  -0.295
H  1.81  2.75  0.53  0.048
H  1.44  1.05  1.06  0.037
H  2.43  1.45  -0.31  0.040
H  0.68  2.25  -1.64  0.050
H  -0.40  2.71  -0.45  0.039
H  -0.36  1.03  -0.63  0.013



Entry 3:
Entry from the OMol25 dataset: C3H8N as an isolated structure at a distorted geometry (ωB97M-V/def2-TZVPD).

Results
- charge = +1
- HOMO level (eV) = -14.94

Last column: Löwdin charge in e.
Atoms and positions in Å:
C  1.85  -0.32  0.18  -0.043
C  1.02  0.44  -0.49  -0.068
C  -0.65  0.60  0.41  -0.046
N  -1.58  -0.45  -0.22  0.175
H  2.97  -0.52  -0.06  0.110
H  1.60  -1.05  1.01  0.089
H  1.09  1.14  -1.31  0.080
H  -0.86  1.68  0.26  0.121
H  -0.30  0.42  1.37  0.060
H  -1.54  -1.35  0.33  0.202
H  -1.14  -0.61  -1.18  0.191
H  -2.45  0.02  -0.28  0.130



Entry 4:
Entry from the OMol25 dataset: C34H41BF4N7PSi2Zr as an isolated structure at a distorted geometry (ωB97M-V/def2-TZVPD).

Results
- HOMO level (eV) = -7.20

Last column: Löwdin charge in e.
Atoms and positions in Å:
Zr  -0.02  -0.30  0.26  1.441
C  -1.95  3.43  4.25  -0.015
N  -0.98  2.72  3.44  -0.107
C  0.29  2.39  3.83  -0.017
C  0.80  1.61  2.84  -0.122
N  -0.14  1.45  1.86  -0.060
C  -1.21  2.13  2.25  -0.459
P  -2.78  2.20  1.33  1.199
C  -3.11  0.42  1.28  -0.455
N  -2.32  -0.49  0.74  -0.064
C  -2.87  -1.71  1.02  -0.118
C  -4.00  -1.53  1.74  -0.023
N  -4.15  -0.18  1.90  -0.108
C  -5.17  0.46  2.72  -0.015
C  -2.04  2.36  -0.33  -0.447
N  -1.05  1.65  -0.83  -0.019
C  -0.79  2.16  -2.07  -0.114
C  -1.65  3.18  -2.33  -0.023
N  -2.44  3.30  -1.22  -0.118
C  -3.50  4.29  -1.03  -0.027
H  -1.43  4.02  4.99  0.094
H  -2.60  2.71  4.76  0.095
H  -2.56  4.09  3.64  0.074
H  0.70  2.71  4.77  0.135
H  1.77  1.13  2.79  0.113
H  -2.40  -2.63  0.71  0.130
H  -4.69  -2.24  2.18  0.135
H  -6.06  -0.16  2.74  0.095
H  -5.42  1.44  2.31  0.071
H  -4.79  0.58  3.74  0.095
H  -0.01  1.76  -2.70  0.084
H  -1.78  3.81  -3.19  0.127
H  -3.55  4.91  -1.92  0.091
H  -3.28  4.93  -0.18  0.085
H  -4.46  3.81  -0.88  0.088
C  2.49  1.60  -2.21  -0.237
Si  2.24  1.13  -0.38  0.504
C  2.60  2.80  0.45  -0.241
C  3.76  0.05  0.03  -0.334
C  5.04  0.56  -0.24  -0.119
C  6.18  -0.20  -0.04  -0.100
C  6.07  -1.49  0.46  -0.097
C  4.81  -2.00  0.76  -0.107
C  3.65  -1.25  0.56  -0.325
Si  1.97  -2.01  1.08  0.509
C  2.19  -2.12  2.96  -0.224
C  1.99  -3.83  0.55  -0.216
H  3.55  1.58  -2.46  0.029
H  2.12  2.61  -2.40  0.021
H  1.99  0.92  -2.91  0.001
H  3.37  3.34  -0.12  0.023
H  2.97  2.69  1.48  0.014
H  1.70  3.43  0.48  0.015
H  5.15  1.57  -0.63  0.092
H  7.16  0.22  -0.26  0.095
H  6.95  -2.10  0.62  0.096
H  4.74  -3.01  1.16  0.093
H  3.09  -2.70  3.19  0.029
H  1.34  -2.61  3.44  0.025
H  2.29  -1.13  3.42  0.017
H  2.75  -4.37  1.13  0.024
H  2.21  -3.94  -0.51  0.003
H  1.03  -4.31  0.75  0.023
C  -3.30  -0.06  -4.50  -0.106
C  -3.69  -0.49  -3.25  -0.088
C  -2.75  -0.91  -2.31  -0.043
C  -1.39  -0.88  -2.59  -0.324
C  -1.01  -0.46  -3.87  -0.051
C  -1.94  -0.06  -4.81  -0.085
N  -0.38  -1.25  -1.65  -0.134
C  0.57  -2.15  -2.25  -0.335
C  1.92  -1.86  -2.31  -0.084
C  2.82  -2.74  -2.89  -0.074
C  2.38  -3.92  -3.45  -0.097
C  1.02  -4.22  -3.41  -0.083
C  0.13  -3.35  -2.82  -0.031
H  -4.04  0.24  -5.24  0.095
H  -4.75  -0.54  -2.99  0.098
H  -3.09  -1.28  -1.35  0.075
H  0.04  -0.46  -4.12  0.117
H  -1.61  0.25  -5.79  0.102
H  2.29  -0.92  -1.92  0.041
H  3.88  -2.48  -2.91  0.113
H  3.08  -4.61  -3.91  0.099
H  0.66  -5.15  -3.85  0.101
H  -0.93  -3.59  -2.79  0.117
F  -0.13  -0.65  4.78  0.150
B  -1.13  -1.00  3.90  -1.213
F  -0.56  -1.08  2.54  -0.066
F  -2.14  0.01  3.86  0.101
F  -1.70  -2.24  4.17  0.147



Entry 5:
Entry from the OMol25 dataset: a 2-piece molecular cluster, C5H7Cl overall at a distorted geometry (ωB97M-V/def2-TZVPD).

Results
- SMILES string = C/C=C/Cl.C#C
- HOMO level (eV) = -9.44

Last column: Löwdin charge in e.
Atoms and positions in Å:
C  1.21  -1.52  -0.04  -0.058
C  -0.26  -1.22  0.41  -0.211
C  -1.17  -0.85  -0.47  -0.555
Cl  -2.79  -0.32  0.06  0.532
H  1.75  -0.83  0.41  0.005
H  1.44  -2.51  0.48  0.099
H  1.43  -1.42  -1.05  0.059
H  -0.51  -1.03  1.41  0.073
H  -1.05  -1.10  -1.48  0.053
C  -0.56  2.75  -0.22  -0.008
C  0.53  2.65  0.37  -0.004
H  -1.58  2.65  -0.54  0.006
H  1.55  2.75  0.67  0.009



Entry 6:
Entry from the OMol25 dataset: an isolated molecule of C5H10N2 (ωB97M-V/def2-TZVPD).

Results
- HOMO level (alpha / beta) (eV) = -6.41 / -7.29

Last column: Löwdin charge in e.
Atoms and positions in Å:
C  1.26  1.53  0.69  -0.039
C  1.69  0.34  -0.13  -0.231
N  1.31  -1.04  0.32  0.134
C  0.59  -0.45  -0.67  -0.306
C  -0.74  -0.48  -1.12  -0.103
C  -1.92  -0.98  -0.17  -0.408
N  -2.22  0.21  0.47  -0.059
H  1.74  1.52  1.68  0.085
H  0.17  1.54  0.82  0.070
H  1.55  2.46  0.19  0.083
H  2.66  0.36  -0.62  0.134
H  0.83  -1.13  1.22  0.129
H  -0.01  -1.26  -1.75  0.213
H  -1.00  0.30  -1.82  0.122
H  -2.72  -1.32  -0.84  0.093
H  -1.55  -1.85  0.40  0.098
H  -1.64  0.26  1.31  -0.015



Listing E_tot for the structures above in their given order: -456.480467; -159.499149; -173.500222; -3095.575986; -654.771481; -305.796549 Eh.
Listing energy above the lowest of the compared OMol25 structures with the same formula, charge and spin for the structures above in their given order: 46.3; 19.5; 51.8; 8.0; 74.7; 142.6 kcal per mole.